69
Properties=species:S:1:pos:R:3:forces:R:3 method="wB97M-V/def2-TZVPD" e_lumo_ev="3.887 / 3.886" homo_lumo_gap_ev="4.448 / 4.247" s2=2.053 multiplicity=3 total_charge=-2
Pd 0.05757 -0.62836 -0.80291 0.06 -0.07 -0.08
C -4.28973 4.05522 -4.07266 0.04 -0.02 0.01
C -3.17590 3.42515 -3.27577 -0.04 -0.02 0.03
C -1.88104 3.93644 -3.27585 -0.01 0.03 -0.04
C -0.86847 3.30981 -2.58499 0.04 -0.04 0.04
C -1.04800 2.13227 -1.80890 -0.14 0.13 -0.02
N -0.00656 1.53218 -1.18892 -0.07 0.09 0.06
C 0.95656 2.29533 -0.60857 0.11 0.12 -0.13
C 0.65137 3.52111 0.03129 -0.03 -0.03 0.01
C 1.59646 4.32295 0.63033 -0.05 0.02 0.04
C 2.93908 3.95866 0.65494 0.04 -0.01 -0.03
C 3.97554 4.77410 1.38310 -0.03 -0.03 0.01
C 3.26462 2.75176 0.05909 0.07 0.04 0.22
C 2.32625 1.93598 -0.55773 0.14 -0.34 0.02
N 2.85260 0.72254 -1.12784 -0.24 0.21 -0.12
C 4.11123 0.55531 -1.60251 0.00 0.06 -0.07
C 4.24721 -0.75974 -1.96921 -0.13 -0.08 0.02
C 2.99098 -1.33162 -1.68760 0.15 -0.12 -0.08
N 2.16783 -0.43322 -1.18975 0.25 0.18 0.18
C -2.38446 1.63805 -1.80541 -0.04 -0.28 0.10
C -3.38175 2.26729 -2.54023 -0.09 0.04 -0.15
N -2.81906 0.50025 -1.03941 0.20 0.23 -0.08
C -4.06155 0.32832 -0.52109 0.06 0.11 0.14
C -4.14629 -0.95940 -0.06143 0.11 -0.10 -0.08
C -2.88067 -1.51473 -0.34011 -0.16 -0.07 0.13
N -2.10026 -0.63112 -0.92159 -0.21 0.05 -0.31
H -4.07287 5.10527 -4.28024 -0.01 0.00 0.00
H -5.24018 4.01152 -3.53540 0.00 0.00 0.00
H -4.44058 3.55764 -5.03634 0.01 0.00 0.00
H -1.65817 4.83402 -3.84723 0.01 0.00 0.01
H 0.13366 3.71961 -2.62103 -0.02 0.01 0.00
H -0.39087 3.81391 0.05662 0.02 0.00 0.00
H 1.28020 5.23662 1.12598 -0.01 0.01 -0.02
H 3.66429 5.81763 1.46670 0.01 0.00 -0.01
H 4.93892 4.75092 0.86772 0.00 0.00 0.00
H 4.13919 4.39834 2.39807 0.00 0.01 -0.01
H 4.29050 2.40587 0.11992 -0.02 -0.01 0.02
H 4.79697 1.38083 -1.66663 0.00 0.00 0.00
H 5.12049 -1.23666 -2.37979 -0.01 0.00 -0.02
H 2.63612 -2.34038 -1.82003 0.01 0.00 0.05
H -4.37014 1.82096 -2.54168 0.01 -0.02 0.00
H -4.75582 1.14761 -0.46226 -0.02 0.00 -0.05
H -4.97780 -1.42037 0.44275 0.01 0.01 0.03
H -2.47858 -2.48879 -0.11317 0.00 0.03 0.01
Br 1.08067 -8.63441 1.95291 0.00 0.01 -0.01
C 0.44437 -7.35368 0.68920 0.01 0.08 -0.02
C -0.35330 -7.78631 -0.35565 0.02 -0.06 0.05
N -0.83552 -6.95062 -1.26866 -0.02 0.18 -0.07
C -0.52312 -5.65406 -1.15056 -0.02 -0.17 0.08
C 0.28414 -5.14173 -0.14112 -0.01 0.30 -0.13
C 0.77958 -6.01753 0.80491 0.08 -0.20 0.19
C 0.66936 -3.63984 -0.07565 -0.07 -0.47 -0.04
O 1.53516 -3.34880 0.74803 0.09 0.06 0.02
O 0.05568 -2.93247 -0.91373 -0.05 0.05 -0.01
H -0.60779 -8.83668 -0.45475 0.00 0.02 0.00
H -0.92524 -4.97066 -1.88736 0.00 0.00 -0.02
H 1.40961 -5.62591 1.59388 0.00 0.00 -0.02
Cl 2.23003 0.72143 2.96518 0.05 0.12 -0.12
C 0.94149 -0.10883 3.77595 -0.04 -0.04 0.03
C 1.07714 -0.32935 5.12781 -0.04 -0.01 -0.07
C 0.08201 -1.01432 5.82985 0.00 0.00 -0.01
C -1.03629 -1.49448 5.14297 0.01 0.02 -0.07
C -1.15992 -1.26566 3.79230 -0.01 -0.04 0.09
Cl -2.56433 -1.92044 2.99166 0.01 0.03 0.07
C -0.21785 -0.50271 2.96450 -0.09 -0.07 -0.12
N -0.41482 -0.20506 1.72180 0.06 0.05 0.31
H 1.96342 0.02874 5.63800 0.00 0.00 0.00
H 0.18216 -1.18304 6.89533 0.01 -0.01 -0.01
H -1.80551 -2.05263 5.66294 0.00 0.00 0.01


14
Properties=species:S:1:pos:R:3:forces:R:3 method="wB97M-V/def2-TZVPD" de_lowest_kcal_mol=113.72 smiles="NN1C=CCN=C1" e_lumo_ev=0.826 homo_lumo_gap_ev=9.195 multiplicity=1
N -2.22896 0.07622 -0.30086 -1.02 3.42 5.68
N -0.84832 0.07833 0.37046 -2.94 -6.67 -2.35
C -0.13116 1.15723 0.04191 2.04 1.53 -0.37
C 1.19177 1.05399 -0.26293 -1.49 -1.19 1.72
C 1.88150 -0.28648 0.05550 -1.67 0.18 -3.00
N 0.88006 -1.47849 -0.10221 -2.72 0.36 -0.26
C -0.45173 -1.25678 -0.01446 10.73 5.47 1.72
H -2.66480 0.15765 0.75175 -0.34 -0.84 -4.24
H -2.50448 -0.71611 -0.87026 0.50 -0.35 0.61
H -0.89587 1.88145 0.31765 1.18 1.75 -1.21
H 1.91979 1.80577 -0.42321 -0.10 1.21 -0.21
H 2.76651 -0.29254 -0.71677 -1.57 -0.99 1.63
H 2.24692 -0.24880 1.06836 0.25 -0.35 0.35
H -1.16122 -1.93146 0.08507 -2.85 -3.53 -0.07


16
Properties=species:S:1:pos:R:3:forces:R:3 method="wB97M-V/def2-TZVPD" de_lowest_kcal_mol=75.79 smiles="C/N=C(/C)[C@H](Br)[N+](=O)[O-]" e_lumo_ev=-0.345 homo_lumo_gap_ev=9.355 multiplicity=1
C 0.31841 -0.37623 -2.27472 1.39 -1.13 4.41
N -0.69051 0.09133 -1.34596 -0.38 -0.10 -0.05
C -0.62817 0.07128 -0.10111 2.98 -0.71 0.42
C -1.64203 0.58468 0.78260 -1.02 1.65 2.60
C 0.71450 -0.56543 0.68246 -2.00 -0.21 -3.15
Br -0.03295 -1.90786 1.83602 0.70 -0.27 -0.19
N 1.39463 0.51091 1.42239 0.28 -0.11 1.20
O 2.23424 1.14785 0.82104 -0.25 -0.06 -0.14
O 1.05836 0.68880 2.58773 0.34 0.14 -0.96
H 1.37508 -0.48567 -1.78724 -1.67 -0.05 -1.21
H 0.37511 0.36540 -2.93973 0.48 2.56 -3.06
H -0.04958 -1.27094 -2.68983 -0.08 -1.16 -0.72
H -2.43748 1.10791 0.21123 0.69 -0.08 0.55
H -1.17638 1.19760 1.68306 -0.90 -0.70 -2.14
H -2.10539 -0.21246 1.36400 -0.16 -0.20 -0.30
H 1.29214 -0.94717 -0.25193 -0.39 0.43 2.73


12
Properties=species:S:1:pos:R:3:forces:R:3 method="wB97M-V/def2-TZVPD" de_lowest_kcal_mol=106.46 smiles="C=CCC(=O)S" e_lumo_ev=0.011 homo_lumo_gap_ev=9.293 multiplicity=1
C 1.44010 -0.61605 0.88248 0.53 -0.81 -1.27
C 0.81900 -0.10790 -0.29959 2.67 -2.41 6.58
C -0.09589 0.93145 -0.59469 -1.01 4.65 -1.35
C -1.75179 0.43469 -0.44036 -0.54 0.64 -4.05
O -2.61147 0.90447 -1.21617 2.90 -1.26 3.15
S -2.01148 -1.07736 0.52013 2.49 2.01 0.93
H 1.51174 -0.38129 2.00100 -0.53 0.87 -1.95
H 2.10253 -1.58751 0.78316 -1.62 1.90 -0.34
H 0.85941 -0.83706 -1.02664 0.48 -1.30 -1.87
H -0.02407 2.09005 0.05151 -0.04 -3.83 -1.98
H 0.39912 1.07769 -1.81106 -2.75 0.46 3.23
H -0.63719 -0.83119 1.15024 -2.58 -0.93 -1.08


12
Properties=species:S:1:pos:R:3:forces:R:3 method="wB97M-V/def2-TZVPD" de_lowest_kcal_mol=82.28 smiles="Nn1ccc(=O)[nH]1" e_lumo_ev=0.412 homo_lumo_gap_ev=8.629 multiplicity=1
N 1.63064 0.76663 0.96270 0.48 0.20 0.03
N 0.72175 0.37633 -0.08310 1.65 -1.16 -0.25
C 0.43923 -0.92838 -0.33979 -3.10 0.32 -0.67
C -0.87752 -1.06938 -0.75808 4.24 -0.12 0.81
C -1.44373 0.19043 -0.64153 -3.72 0.06 0.31
O -2.67049 0.36471 -0.63048 1.02 1.32 -0.28
N -0.43513 1.10420 -0.41805 0.88 -0.13 0.68
H 1.11299 0.86526 1.82836 -0.15 -0.29 0.19
H 2.43137 0.07972 1.14736 -1.92 1.08 -1.09
H 1.09954 -1.73288 -0.24403 1.32 -0.59 0.47
H -1.37725 -1.96771 -0.88977 -0.82 -1.26 -0.55
H -0.63140 1.95107 0.06640 0.11 0.58 0.37


12
Properties=species:S:1:pos:R:3:forces:R:3 method="wB97M-V/def2-TZVPD" de_lowest_kcal_mol=29.66 e_lumo_ev="-5.943 / -9.335" homo_lumo_gap_ev="6.951 / 3.545" s2=0.755 multiplicity=2 total_charge=+1
S -1.64216 0.21058 -0.97241 -0.45 -0.63 0.96
S -1.70346 -0.71834 0.86641 -0.33 0.21 -1.31
H -2.20150 -0.83993 -1.66274 0.49 0.22 0.34
H -1.88662 0.41641 1.56716 0.22 0.23 0.00
N 3.25611 0.06878 -0.50585 0.15 1.11 -4.56
C 2.17133 -0.10841 0.40125 1.00 -0.22 -0.73
O 1.31524 1.04861 0.36285 -1.91 -1.40 0.19
H 3.01666 -0.23459 -1.57810 0.50 0.80 3.57
H 3.50396 1.11574 -0.65663 -0.51 -2.31 0.87
H 1.63884 -1.09000 0.13682 0.55 1.33 0.60
H 2.62344 -0.11163 1.39516 -0.33 -0.46 0.18
H 0.49251 0.64837 0.72498 0.63 1.12 -0.09


21
Properties=species:S:1:pos:R:3:forces:R:3 method="wB97M-V/def2-TZVPD" de_lowest_kcal_mol=9.09 smiles="C=C(CN)c1ccc(F)cc1" e_lumo_ev=0.876 homo_lumo_gap_ev=9.771 multiplicity=1
C 1.57361 1.30344 1.00713 1.41 -0.43 0.22
C 1.08152 0.31462 0.25609 -0.35 1.37 0.44
C 1.89394 -0.53243 -0.68591 0.78 -0.28 -0.17
N 3.32082 -0.61502 -0.34163 -0.05 0.42 -0.68
C -0.39001 0.20082 0.15279 0.07 -0.33 0.47
C -0.99850 -0.96884 0.61881 -0.61 -0.50 -0.76
C -2.34840 -1.22233 0.40702 -0.54 0.89 0.07
C -3.11538 -0.13481 -0.08121 1.30 -0.69 0.49
F -4.43747 -0.25726 -0.05593 -0.88 -0.20 -0.40
C -2.55953 1.04548 -0.51168 0.23 0.92 -0.24
C -1.14642 1.22271 -0.37010 -1.95 -0.25 -0.93
H 2.65931 1.42146 1.02804 -0.19 0.02 -0.04
H 1.05066 1.96885 1.69831 -0.37 -0.43 -0.53
H 1.47380 -1.54325 -0.80330 -0.37 0.31 0.08
H 1.83913 -0.03742 -1.66537 -0.13 -0.22 0.05
H 3.84605 -1.07610 -1.08692 -0.29 0.22 0.30
H 3.45514 -1.14859 0.49270 0.05 -0.31 0.52
H -0.35979 -1.69465 1.09197 0.03 -0.38 -0.02
H -2.88021 -2.16991 0.60972 0.57 0.68 0.21
H -3.25631 1.80720 -0.97575 1.11 -0.83 0.75
H -0.70196 2.11601 -0.78479 0.18 0.03 0.16


22
Properties=species:S:1:pos:R:3:forces:R:3 method="wB97M-V/def2-TZVPD" de_lowest_kcal_mol=47.11 smiles="O=C(/C=N/O)NCc1ccncc1" e_lumo_ev=0.301 homo_lumo_gap_ev=10.129 multiplicity=1
O 3.58408 1.01029 -0.15824 -1.12 -0.96 0.20
C 2.59325 0.28790 0.04912 0.96 1.29 -1.92
C 2.42513 -0.18593 1.40353 0.09 -0.22 3.77
N 1.29066 -0.45766 1.94732 0.54 0.29 -2.14
O 1.31597 -0.73007 3.27161 0.40 0.21 0.36
N 1.72436 0.01583 -0.97126 -0.50 -0.96 1.68
C 0.50884 -0.83237 -0.99600 2.00 0.65 -1.25
C -0.75893 -0.07145 -0.87814 0.77 0.10 -0.23
C -0.95102 1.08922 -0.14537 0.97 0.13 1.21
C -2.22790 1.46655 0.14613 -1.27 2.10 1.32
N -3.32767 0.90089 -0.36050 0.09 -0.29 -0.15
C -3.09129 -0.10057 -1.17287 -0.90 -3.51 -1.34
C -1.82274 -0.66218 -1.46849 -1.66 0.99 0.57
H 3.34206 -0.04075 2.07392 -1.18 -0.46 -1.09
H 0.38367 -0.65409 3.49513 -0.08 -0.22 0.27
H 2.07732 0.37001 -1.81491 0.24 0.56 -1.27
H 0.58941 -1.52538 -0.18392 -0.03 -0.51 0.43
H 0.52882 -1.40511 -1.97288 -0.05 0.56 1.15
H -0.14476 1.60353 0.39232 -0.16 -0.35 -0.47
H -2.45337 2.29523 0.91438 0.62 -1.21 -1.40
H -3.93290 -0.80793 -1.54384 0.80 1.95 0.56
H -1.65300 -1.56596 -2.02703 -0.52 -0.16 -0.25